Record 1
# C31H70AlF2N7O5P3Si

A molecular structure, C31H70AlF2N7O5P3Si at a distorted geometry (ωB97M-V with the def2-TZVPD basis set, the Open Molecules 2025 dataset).

CARTESIAN COORDINATES (ANGSTROEM)
C 1.287481 -0.366874 -2.770261
C -0.142757 -0.692716 -2.272444
P -0.713291 -2.309644 -3.020760
C -2.569390 -2.218079 -3.242973
Al -0.226102 -4.041114 -1.476026
C 1.786368 -4.004094 -1.206447
O 2.513599 -3.907779 -2.432939
O 3.620784 -2.982351 -2.232144
C -1.033051 -5.808841 -2.059399
C -0.387336 -6.555053 -3.190328
O -0.885502 -7.560831 -3.665777
N 0.878336 -6.090167 -3.684884
C 0.722620 -5.275132 -4.890349
C 1.771281 -7.215181 -3.945353
C -1.191159 -3.554683 0.306501
F -1.857444 -4.658932 0.862753
F -2.185016 -2.604795 0.030565
C -0.328456 -2.961499 1.404523
C 0.559099 -3.975796 2.124937
Si 1.611064 -3.232911 3.495181
C 0.649596 -2.032238 4.556602
C 2.203436 -4.645146 4.599665
C 3.172698 -2.491803 2.730167
C 4.420412 -2.750979 3.305059
C 5.575594 -2.249277 2.730104
C 5.541923 -1.486028 1.578077
C 4.314868 -1.189917 1.007884
C 3.164522 -1.694888 1.587356
H 1.606771 -1.128447 -3.484646
H 2.014178 -0.375447 -1.957453
H 1.291338 0.592400 -3.288444
H -0.129308 -0.727086 -1.181922
H -0.828503 0.079547 -2.619457
H -2.988655 -3.164354 -2.901809
H -3.016697 -1.392298 -2.690368
H -2.791957 -2.102957 -4.302840
H 2.004642 -3.074319 -0.665369
H 2.200367 -4.811036 -0.584463
H 3.584561 -2.483272 -3.057289
H -1.131234 -6.446613 -1.179012
H -2.054438 -5.592604 -2.395127
H 0.040263 -5.747565 -5.609248
H 0.350541 -4.289486 -4.609953
H 1.702745 -5.128408 -5.341374
H 1.532116 -7.727368 -4.885532
H 1.677970 -7.938939 -3.137005
H 2.804622 -6.867618 -3.959343
H -1.018658 -2.547550 2.155831
H 0.211904 -2.106282 0.995132
H 1.228883 -4.517655 1.451700
H -0.087421 -4.714239 2.606111
H 1.204348 -1.659236 5.416047
H -0.210017 -2.576613 4.963957
H 0.220838 -1.209625 3.984040
H 1.375175 -5.198138 5.038013
H 2.827563 -5.301251 3.989457
H 2.849286 -4.243944 5.383110
H 4.504191 -3.346100 4.204203
H 6.529928 -2.477652 3.190482
H 6.450138 -1.121141 1.117712
H 4.226615 -0.604793 0.103157
H 2.217998 -1.469946 1.111282
O -0.293325 1.023217 6.562407
P -1.496188 1.854745 6.851258
N -1.553716 2.946770 5.527763
C -0.763849 4.159055 5.459591
C -1.674263 2.273614 4.240756
N -1.041093 2.553816 8.340634
C -1.163142 3.952841 8.676947
C 0.108697 1.961589 9.018306
N -3.193929 2.019835 7.245243
C -3.843269 0.719546 7.487053
C -4.097113 2.897969 6.515938
H -1.173482 4.808826 4.681382
H 0.299361 3.984136 5.245053
H -0.839099 4.737366 6.376666
H -2.626542 1.733021 4.181642
H -0.869569 1.551710 4.065772
H -1.668379 2.998216 3.427219
H -0.316069 4.540702 8.302982
H -1.192187 4.076946 9.763602
H -2.091587 4.385140 8.300487
H 1.062665 2.311765 8.604497
H 0.088061 0.879012 8.949064
H 0.074191 2.223728 10.078636
H -3.991904 0.154209 6.560585
H -4.812789 0.855656 7.967731
H -3.225946 0.114105 8.156344
H -4.295690 2.577955 5.486932
H -3.727258 3.919200 6.496949
H -5.049200 2.911321 7.053404
O -0.155443 3.112666 -4.602101
P -0.513238 4.319071 -5.400031
N -1.701247 3.733688 -6.494119
C -1.377172 3.042987 -7.726865
C -2.868453 3.179332 -5.823865
N 0.995047 4.683486 -6.105643
C 1.212527 4.989904 -7.500202
C 2.162030 4.009133 -5.539769
N -1.023016 5.992450 -5.523170
C -1.124979 6.646156 -4.208086
C -2.113966 6.429435 -6.380946
H -2.262392 3.024520 -8.368756
H -1.030470 2.011819 -7.578676
H -0.626028 3.579978 -8.299726
H -3.390279 3.962858 -5.259564
H -2.611351 2.377323 -5.123652
H -3.576738 2.785066 -6.552125
H 1.304703 4.083241 -8.109861
H 2.139130 5.559157 -7.619399
H 0.419595 5.617424 -7.910678
H 2.274164 2.984887 -5.915078
H 2.102486 3.966725 -4.457324
H 3.061524 4.573358 -5.797589
H -1.996640 6.299423 -3.641085
H -1.194401 7.729153 -4.319023
H -0.230878 6.432635 -3.616111
H -3.101886 6.079789 -6.059091
H -1.955544 6.122171 -7.410693
H -2.124741 7.522939 -6.370484

Forces on atoms 1 to 2 (eV/Å):
-0.3 -0.2 -0.1
0.3 -0.3 -0.2

* net charge: -1
* LUMO level: 2.02 eV
* HOMO-LUMO gap: 5.68 eV
* HOMO level: -3.7 eV

Atom charges from the Löwdin analysis, given in e for atoms 1 to 5: atom 1 (C): -0.185, atom 2 (C): -0.477, atom 3 (P): 0.823, atom 4 (C): -0.372, atom 5 (Al): 0.331

Record 2
# C31H70F3MnN10O13S

A molecular structure, C31H70F3MnN10O13S at a distorted geometry (ωB97M-V with the def2-TZVPD basis set, the Open Molecules 2025 dataset).

CARTESIAN COORDINATES (ANGSTROEM)
Mn -1.830970 -14.170330 24.809920
C -0.016760 -10.308670 25.771950
F 0.902540 -10.673660 24.898790
F 0.107480 -11.146080 26.840680
F 0.044170 -9.072160 26.198240
S -1.783780 -10.788930 25.063590
O -2.674730 -10.634690 26.224250
O -2.046180 -9.844700 23.972480
O -1.612250 -12.200380 24.821420
C 1.386370 -14.594530 25.384180
O 0.178510 -14.332740 25.189320
N 1.775220 -15.643200 26.150000
C 3.259230 -15.923930 26.146960
C 0.964540 -16.483050 26.980790
H 2.210900 -13.986370 24.981070
H 3.663970 -15.591640 25.191000
H 3.402210 -17.003400 26.097800
H 3.792390 -15.409040 26.946160
H 1.437500 -16.549110 27.960600
H -0.070660 -16.143480 27.014970
H 1.065240 -17.462400 26.512990
C -2.291920 -13.873800 28.012330
O -2.412640 -14.026250 26.791960
N -2.236660 -14.904380 28.904660
C -2.436640 -14.619150 30.337890
C -2.647030 -16.269510 28.426630
H -2.132860 -12.896420 28.493610
H -1.914710 -13.693980 30.582300
H -1.987900 -15.465600 30.857750
H -3.469770 -14.505930 30.666420
H -2.401750 -17.075900 29.117770
H -3.673470 -16.426220 28.095000
H -2.005930 -16.608520 27.612900
C 4.755360 -11.796960 24.821300
O 3.660360 -12.026990 25.260410
N 4.928550 -10.670700 24.093480
C 6.071950 -10.510660 23.298880
C 3.977820 -9.630840 24.069510
H 5.607420 -12.493280 24.784630
H 6.737510 -9.725630 23.657840
H 5.694810 -10.237460 22.313370
H 6.856390 -11.266640 23.333960
H 3.243180 -9.504000 24.864700
H 4.601270 -8.737990 24.022420
H 3.546830 -9.707700 23.071290
C -8.096270 -12.377550 26.116920
O -9.093510 -12.968780 26.382950
N -6.858050 -12.773980 26.603500
C -5.597080 -12.011620 26.382620
C -6.586660 -13.982110 27.335720
H -8.048650 -11.355170 25.711120
H -4.717800 -12.613800 26.153850
H -5.297170 -11.552790 27.324760
H -5.731920 -11.102330 25.796860
H -7.391530 -14.717090 27.344430
H -5.752510 -14.486060 26.847540
H -6.052050 -13.798250 28.267650
C -2.276610 -9.916620 18.884940
O -3.441140 -9.698380 19.235660
N -1.173180 -9.772780 19.597360
C 0.159090 -10.258340 19.064300
C -1.258050 -9.078080 20.852480
H -1.994590 -10.216760 17.863870
H 0.773440 -10.824390 19.764480
H 0.677600 -9.315150 18.892180
H 0.046440 -10.863220 18.164550
H -2.228760 -8.653850 21.109110
H -0.864860 -9.775300 21.592330
H -0.561210 -8.240550 20.885100
C -1.618980 -14.778750 21.581510
O -1.594080 -14.325550 22.729300
N -0.465860 -15.235230 20.870030
C -0.493530 -15.333190 19.435470
C 0.859640 -15.473280 21.532530
H -2.479630 -14.902870 20.906180
H -0.401850 -16.380140 19.146360
H 0.462480 -14.863200 19.204710
H -1.331990 -14.885240 18.902160
H 1.170640 -16.479640 21.812930
H 1.720320 -15.093670 20.981860
H 0.999480 -14.995780 22.502350
C -1.031920 -5.949530 23.709960
O -1.782210 -5.400390 22.835720
N 0.211510 -5.518760 24.003600
C 1.007030 -4.733010 23.081160
C 0.989690 -6.157420 25.052900
H -1.394630 -6.669870 24.459460
H 0.374740 -4.416180 22.251750
H 1.963820 -5.129270 22.741140
H 1.292970 -3.774380 23.514020
H 1.530060 -5.349340 25.545960
H 0.237300 -6.589740 25.712520
H 1.506600 -6.975900 24.551910
C -5.009020 -14.027140 23.491270
O -3.927810 -14.065390 23.991690
N -5.545220 -12.913410 22.879000
C -6.994740 -12.662670 22.700540
C -4.755670 -11.698550 22.685660
H -5.808590 -14.770480 23.633850
H -7.569540 -13.504300 23.087010
H -7.103720 -12.463740 21.634410
H -7.218800 -11.762690 23.273210
H -3.701170 -11.776290 22.950370
H -4.709840 -11.350930 21.653590
H -5.152660 -10.933310 23.352670
C -3.721400 -10.550140 29.283220
O -4.224250 -11.653250 29.525420
N -2.529980 -10.193120 29.603910
C -1.527670 -10.909410 30.381730
C -1.942130 -9.048160 29.053100
H -4.256420 -9.832170 28.642540
H -0.824850 -11.451970 29.749460
H -1.960440 -11.736800 30.944080
H -0.850040 -10.272620 30.950430
H -1.242290 -9.286730 28.252220
H -2.760930 -8.391280 28.759530
H -1.240200 -8.564480 29.732400
C -4.933400 -8.246930 25.627090
O -5.824560 -8.479440 26.552080
N -5.235440 -7.684660 24.403510
C -4.310200 -7.776680 23.288610
C -6.572780 -7.367820 23.997890
H -3.927520 -8.668400 25.777970
H -4.564920 -6.813580 22.846290
H -4.528240 -8.645130 22.667020
H -3.320670 -7.870610 23.735960
H -6.870260 -6.345030 24.229210
H -6.566060 -7.575360 22.927860
H -7.240680 -8.016210 24.564980

Forces on atoms 1 to 2 (eV/Å):
-0.2 0.1 -0.4
-2.6 -2.7 -0.1

* net charge: +2
* LUMO level (alpha / beta): -4.37 / -9.22 eV
* HOMO-LUMO gap (alpha / beta): 7.97 / 3.12 eV
* multiplicity: 7
* HOMO level (alpha / beta): -12.3 / -12.3 eV
* ⟨S²⟩: 12.020

Atom charges from the Löwdin analysis, given in e for atoms 1 to 5: atom 1 (Mn): 0.958, atom 2 (C): -0.621, atom 3 (F): 0.150, atom 4 (F): 0.090, atom 5 (F): 0.161

Record 3
# C31H70FN12O12PS3

6 unconnected molecules or ions with the total composition C31H70FN12O12PS3 (ωB97M-V with the def2-TZVPD basis set, the Open Molecules 2025 dataset).

CARTESIAN COORDINATES (ANGSTROEM)
C -7.192812 1.069279 -6.002438
C -6.412723 0.749778 -4.729679
C -6.976011 1.477374 -3.507048
C -6.534969 0.844480 -2.179464
C -6.315685 1.879826 -1.076156
C -6.225614 1.284427 0.329846
C -5.303293 0.065017 0.441617
C -3.878114 0.448562 0.040023
C -2.678305 -0.463617 0.347170
O -2.193526 -0.343600 1.706675
N -3.117081 0.185717 2.620482
O -2.642253 0.246660 3.686650
C -2.946649 -1.954366 0.050398
P -4.040844 -2.831559 1.295756
O -4.140361 -4.232696 0.425162
O -2.917741 -3.176666 2.431254
C -3.479122 -2.105746 -1.375567
S -2.400276 -1.396603 -2.595338
O -3.165490 -0.937696 -3.706275
O -1.322234 -2.319472 -2.784187
O -1.821997 -0.086548 -1.917451
C -1.448693 0.006702 -0.502489
C -1.142341 1.503280 -0.364102
C -0.384237 1.979366 0.851883
F -1.247858 2.262034 1.921737
C -0.177952 -0.804350 -0.238225
C 1.066066 -0.350451 -1.018378
C 1.884635 -1.535714 -1.539696
C 3.313353 -1.121877 -1.902925
N 4.295660 -2.173303 -1.550331
C 5.395711 -2.234722 -2.549334
C 5.014737 -3.083830 -3.780534
C 3.936891 -4.134636 -3.515255
C 4.332526 -5.160752 -2.443288
C 4.810869 -1.901373 -0.247303
S 4.396686 -2.802824 1.028015
S 5.945228 -0.535235 -0.164396
C 5.495995 0.507521 1.277144
C 4.071446 0.419919 1.846049
C 4.023210 -0.190937 3.247461
H -8.155654 0.555692 -6.015082
H -7.391032 2.141754 -6.072914
H -6.639251 0.781994 -6.897042
H -6.451938 -0.326684 -4.537298
H -5.359750 1.006073 -4.866675
H -8.067015 1.450135 -3.578995
H -6.669296 2.526314 -3.525420
H -7.276682 0.099992 -1.865117
H -5.610643 0.286528 -2.373933
H -5.415194 2.455967 -1.315584
H -7.151627 2.581843 -1.108509
H -5.901920 2.040644 1.050275
H -7.228827 0.962648 0.629162
H -5.344392 -0.310210 1.461470
H -5.712920 -0.714197 -0.205896
H -3.678370 1.410678 0.518450
H -3.858973 0.651090 -1.031767
H -2.009789 -2.510123 0.096664
H -3.841856 -5.030301 0.876461
H -2.264571 -3.850406 2.201721
H -3.465188 -3.156763 -1.660895
H -4.484353 -1.716866 -1.522610
H -2.043370 2.109162 -0.458991
H -0.539103 1.765800 -1.233625
H 0.364652 1.276935 1.216797
H 0.118833 2.918016 0.614513
H 0.016969 -0.744292 0.834193
H -0.331040 -1.857353 -0.462601
H 0.764239 0.257802 -1.873344
H 1.715424 0.255156 -0.380026
H 1.927414 -2.319960 -0.780068
H 1.376381 -1.934848 -2.418625
H 3.406547 -0.912531 -2.969233
H 3.559076 -0.193341 -1.372618
H 5.620779 -1.219856 -2.885310
H 6.271180 -2.666032 -2.062432
H 4.670449 -2.407324 -4.566391
H 5.918840 -3.584138 -4.134113
H 3.006623 -3.636817 -3.240989
H 3.751114 -4.653293 -4.459493
H 4.136182 -6.182817 -2.767521
H 3.810916 -4.981152 -1.504027
H 5.399991 -5.093181 -2.216442
H 5.686680 1.510084 0.895248
H 6.210936 0.297222 2.071702
H 3.690258 1.443388 1.915645
H 3.403667 -0.111618 1.165527
H 4.656715 -1.074081 3.310236
H 4.419995 0.519328 3.976080
H 3.005552 -0.453534 3.538161
N 0.815989 2.088868 6.719583
C 0.802439 2.569078 5.431161
N -0.168738 2.067871 4.627018
O 1.634083 3.380380 5.056719
H 0.162424 1.416652 7.074541
H 1.504944 2.475422 7.337039
H -0.222176 2.397058 3.680009
H -0.840164 1.386891 4.928804
N -11.290183 3.578570 0.365371
C -10.261762 2.873411 -0.196071
N -10.318072 1.515976 -0.024996
O -9.357512 3.412792 -0.807224
H -12.042715 3.152312 0.870695
H -11.274166 4.574824 0.254720
H -9.579138 0.973787 -0.432423
H -11.051692 1.049813 0.473118
N 9.887433 0.628227 3.599752
C 8.865631 -0.101549 3.053593
N 9.170113 -0.759129 1.895819
O 7.761422 -0.151353 3.568118
H 10.803915 0.681887 3.199041
H 9.694614 1.115977 4.453945
H 8.440968 -1.299800 1.463841
H 10.069032 -0.707854 1.456747
N 3.577040 0.360060 7.164684
C 4.882218 0.229893 6.766308
N 5.327680 1.220915 5.934233
O 5.583862 -0.697747 7.122858
H 2.986362 1.118407 6.881739
H 3.210256 -0.353539 7.765216
H 6.272334 1.150027 5.605363
H 4.749036 1.979562 5.623317
N 5.352159 2.615348 -3.275770
C 5.272690 1.785258 -4.360353
N 4.535610 2.254998 -5.412242
O 5.820336 0.697689 -4.378707
H 4.913295 3.514792 -3.231259
H 5.876812 2.280095 -2.488561
H 4.462013 1.664052 -6.218855
H 4.078125 3.146182 -5.413070

Forces on atoms 1 to 2 (eV/Å):
0.1 0.1 0.0
-0.2 0.0 0.0

* net charge: 0
* LUMO level: -0.06 eV
* SMILES: CCCCCCCC[C@@]1(ON=O)[C@@H](P(O)O)CS(=O)(=O)O[C@]1(CCF)CCCCN(CCCC)C(=S)SCCC.NC(N)=O.NC(N)=O.NC(N)=O.NC(N)=O.NC(N)=O
* HOMO-LUMO gap: 8.06 eV
* HOMO level: -8.1 eV

Atom charges from the Löwdin analysis, given in e for atoms 1 to 5: atom 1 (C): -0.120, atom 2 (C): -0.273, atom 3 (C): -0.216, atom 4 (C): -0.213, atom 5 (C): -0.210

Which of these has the highest net charge? C31H70F3MnN10O13S

net charge of number 2 (C31H70F3MnN10O13S)? +2

Among the records above, which one has the highest net charge? C31H70F3MnN10O13S